Entry 1:
# C4H13N2S

The ion C4H13N2S with charge +1 in a non-equilibrium geometry (wB97M-V/def2-TZVPD, OMol25).

Highest occupied orbital energy: -0.471 Ha
Energy relative to the best compared isomer or geometry (same formula, charge and spin): 33.5 kcal/mol
Gap between HOMO and LUMO: 9.31 eV
LUMO: -3.5138 eV
SMILES string: CNC[C@H]([NH3+])CS

```
! wB97M-V def2-TZVPD RIJCOSX def2/J DEFGRID3
* xyz 1 1
C -2.238 -0.534 -1.321
N -1.491 0.701 -0.989
C -0.861 0.561 0.335
C 0.404 -0.266 0.341
N 1.032 -0.152 1.761
C 1.488 0.230 -0.595
S 2.900 -0.934 -0.619
H -1.434 -1.096 -1.785
H -2.606 -1.084 -0.426
H -3.026 -0.382 -2.052
H -1.936 1.605 -1.004
H -0.829 1.603 0.715
H -1.576 0.160 1.074
H 0.057 -1.294 0.215
H 1.869 -0.746 1.725
H 1.314 0.812 1.930
H 0.362 -0.506 2.441
H 1.758 1.250 -0.353
H 1.133 0.274 -1.640
H 3.681 -0.200 0.247
*
```

=====

Entry 2:
# C4H13N2S

A cluster of 2 separate species, C4H13N2S in total in a non-equilibrium geometry (wB97M-V/def2-TZVPD, OMol25).

Highest occupied orbital energy: -0.474 Ha
Energy relative to the best compared isomer or geometry (same formula, charge and spin): 30.7 kcal/mol
Gap between HOMO and LUMO: 9.70 eV
LUMO: -3.1898 eV

```
! wB97M-V def2-TZVPD RIJCOSX def2/J DEFGRID3
* xyz 1 1
C -0.937 -1.671 -0.911
C -0.693 -1.116 -2.103
N 0.553 -1.251 -2.778
H -0.271 -2.467 -0.580
H -1.730 -1.403 -0.228
H -1.422 -0.491 -2.608
H 0.921 -2.181 -2.603
H 0.329 -1.173 -3.765
C 0.462 1.550 0.960
C 0.047 0.935 2.290
S -1.196 1.970 3.138
N 1.109 0.477 0.107
H 1.196 2.348 1.058
H -0.386 1.926 0.393
H 0.899 0.832 2.961
H -0.341 -0.071 2.121
H -2.253 1.204 2.830
H 1.457 0.813 -0.782
H 0.383 -0.240 -0.082
H 1.873 0.009 0.583
*
```

=====

Entry 3:
# C4H13N3

A cluster of 2 separate species, C4H13N3 in total in a non-equilibrium geometry (wB97M-V/def2-TZVPD, OMol25).

Highest occupied orbital energy: -0.274 Ha
Energy relative to the best compared isomer or geometry (same formula, charge and spin): 62.3 kcal/mol
Gap between HOMO and LUMO: 8.40 eV
LUMO: 0.9320 eV
SMILES string: N/C=C\N.CNC

```
! wB97M-V def2-TZVPD RIJCOSX def2/J DEFGRID3
* xyz 0 1
N 1.164 0.505 -2.089
C 1.358 -0.249 -0.983
C 0.614 -1.403 -0.713
N -0.106 -2.003 -1.779
H 0.393 0.186 -2.668
H 1.240 1.508 -1.971
H 2.054 0.146 -0.251
H 1.067 -2.108 -0.012
H 0.479 -2.260 -2.570
H -0.613 -2.830 -1.482
C 0.022 0.656 2.348
N -0.373 0.588 0.957
C -1.618 1.281 0.718
H 0.172 1.693 2.687
H -0.719 0.195 3.019
H 0.972 0.130 2.487
H -0.228 -0.489 0.365
H -1.542 2.353 0.964
H -2.453 0.885 1.315
H -1.885 1.216 -0.342
*
```

=====

Entry 4:
# C4H13N3

The molecule C4H13N3 in a non-equilibrium geometry (wB97M-V/def2-TZVPD, OMol25).

Highest occupied orbital energy: -0.319 Ha
Energy relative to the best compared isomer or geometry (same formula, charge and spin): 19.7 kcal/mol
Gap between HOMO and LUMO: 9.79 eV
LUMO: 1.1058 eV
SMILES string: C[C@@H](N)CNCN

```
! wB97M-V def2-TZVPD RIJCOSX def2/J DEFGRID3
* xyz 0 1
C 1.798 0.090 1.338
C 1.026 0.971 0.370
N 1.911 1.676 -0.533
C 0.024 0.109 -0.424
N -1.028 -0.383 0.475
C -2.273 -0.708 -0.221
N -2.210 -1.636 -1.319
H 2.108 0.631 2.224
H 1.249 -0.749 1.766
H 2.694 -0.165 0.763
H 0.352 1.709 0.851
H 2.799 1.799 -0.066
H 1.679 2.625 -0.763
H -0.552 0.646 -1.181
H 0.640 -0.565 -1.054
H -0.737 -1.215 0.975
H -2.742 0.220 -0.563
H -2.958 -1.078 0.548
H -2.072 -2.598 -1.045
H -1.708 -1.379 -2.141
*
```

=====

Entry 5:
# C4H13N3

A structure of composition C4H13N3 in a non-equilibrium geometry (wB97M-V/def2-TZVPD, OMol25).

Highest occupied orbital energy: -0.316 Ha
Energy relative to the best compared isomer or geometry (same formula, charge and spin): 72.0 kcal/mol
Gap between HOMO and LUMO: 9.27 eV
LUMO: 0.6769 eV

```
! wB97M-V def2-TZVPD RIJCOSX def2/J DEFGRID3
* xyz 0 1
C -0.179 0.197 -1.356
C 2.801 1.176 -0.225
N 1.405 1.382 0.131
H 1.244 2.293 0.551
H 3.492 1.243 0.625
H 0.621 0.484 -2.028
H -0.739 -0.586 -1.856
H -0.802 0.991 -0.959
H 2.900 0.180 -0.660
H 3.099 1.905 -0.983
C -2.186 -0.357 1.203
C -1.340 -1.365 0.454
N -0.060 -0.988 0.190
N -1.784 -2.464 -0.058
H 1.044 0.635 0.735
H 0.438 -1.783 -0.203
H -2.744 -2.655 0.220
H -1.733 0.634 1.248
H -3.163 -0.240 0.736
H -2.314 -0.681 2.236
*
```

=====

Entry 6:
# C4H13N3

A structure of composition C4H13N3 in a non-equilibrium geometry (wB97M-V/def2-TZVPD, OMol25).

Highest occupied orbital energy: -0.321 Ha
Energy relative to the best compared isomer or geometry (same formula, charge and spin): 48.6 kcal/mol
Gap between HOMO and LUMO: 9.77 eV
LUMO: 1.0292 eV

```
! wB97M-V def2-TZVPD RIJCOSX def2/J DEFGRID3
* xyz 0 1
C -0.011 0.681 -0.160
C 1.013 -0.221 -0.783
C -0.296 0.421 1.322
C -1.841 -0.925 -0.758
N -1.067 0.249 -1.097
N 0.286 2.069 -0.449
N 1.187 -1.402 -0.343
H -1.648 1.040 -1.347
H 1.270 2.258 -0.280
H -0.267 2.680 0.144
H 1.809 -1.982 -0.902
H 2.346 -1.290 1.323
H 1.545 0.227 -1.628
H 2.845 -1.175 1.971
H 0.534 0.810 1.910
H -0.380 -0.643 1.518
H -1.218 0.922 1.617
H -2.516 -0.784 0.099
H -1.150 -1.734 -0.529
H -2.440 -1.201 -1.628
*
```

=====

Entry 7:
# C4H13N3

The molecule C4H13N3 in a non-equilibrium geometry (wB97M-V/def2-TZVPD, OMol25).

Highest occupied orbital energy: -0.315 Ha
Energy relative to the best compared isomer or geometry (same formula, charge and spin): 20.4 kcal/mol
Gap between HOMO and LUMO: 9.58 eV
LUMO: 1.0231 eV
SMILES string: C[C@H](N)CNCN

```
! wB97M-V def2-TZVPD RIJCOSX def2/J DEFGRID3
* xyz 0 1
C -0.209 1.554 0.968
C 1.094 0.928 0.484
N 1.808 1.748 -0.457
C 0.892 -0.538 -0.040
N -0.155 -0.792 -1.040
C -1.491 -1.222 -0.557
N -1.486 -2.519 0.059
H -0.041 2.474 1.529
H -0.746 0.864 1.610
H -0.829 1.867 0.123
H 1.783 0.750 1.317
H 1.225 2.126 -1.185
H 2.349 2.509 -0.094
H 0.784 -1.216 0.808
H 1.844 -0.794 -0.514
H -0.320 0.065 -1.556
H -1.913 -0.483 0.123
H -2.093 -1.271 -1.467
H -1.911 -3.253 -0.480
H -0.585 -2.797 0.368
*
```

=====

Entry 8:
# C4H13N3

The ion C4H13N3 with charge +2 in a non-equilibrium geometry (wB97M-V/def2-TZVPD, OMol25).

Highest occupied orbital energy: -0.672 Ha
Energy relative to the best compared isomer or geometry (same formula, charge and spin): 2.1 kcal/mol
Gap between HOMO and LUMO: 11.74 eV
LUMO: -6.5429 eV
SMILES string: N/C=[NH+]/CCC[NH3+]

```
! wB97M-V def2-TZVPD RIJCOSX def2/J DEFGRID3
* xyz 2 1
N -2.428 -1.925 2.462
C -1.470 -1.056 2.233
N -0.916 -0.870 1.068
C 0.089 0.156 0.741
C 0.637 0.032 -0.678
C 0.838 1.381 -1.346
N 1.743 1.237 -2.555
H -2.727 -2.075 3.417
H -2.650 -2.653 1.783
H -1.184 -0.417 3.060
H -1.163 -1.474 0.295
H 0.866 0.155 1.499
H -0.396 1.123 0.913
H 0.031 -0.654 -1.270
H 1.592 -0.478 -0.584
H 1.330 2.096 -0.703
H -0.090 1.801 -1.729
H 2.495 0.551 -2.415
H 2.178 2.131 -2.805
H 1.225 0.940 -3.385
*
```

=====

Entry 9:
# C4H13N3O

A structure of composition C4H13N3O (wB97M-V/def2-TZVPD, OMol25).

Highest occupied orbital energy (spin up / spin down): -0.256 / -0.256 Ha
Energy relative to the best compared isomer or geometry (same formula, charge and spin): 144.9 kcal/mol
Gap between HOMO and LUMO (spin up / spin down): 7.62 / 7.62 eV
LUMO (spin up / spin down): 0.6504 / 0.6504 eV

```
! wB97M-V def2-TZVPD RIJCOSX def2/J DEFGRID3
* xyz 0 1
C -0.480 0.698 0.075
C 0.631 0.271 -0.673
C 2.019 2.311 0.619
C -1.588 -1.581 -1.415
N -0.321 -1.464 -0.730
N -0.293 -2.110 0.520
N -0.583 0.574 1.391
O 1.206 2.110 -0.485
H -1.297 1.188 -0.436
H 0.206 -2.992 0.450
H -1.225 -2.292 0.893
H -1.433 0.832 1.863
H 0.044 -0.057 1.869
H 0.632 0.384 -1.741
H 1.487 -0.181 -0.197
H 2.381 3.350 0.648
H 1.497 2.140 1.584
H 2.915 1.661 0.627
H -1.735 -2.599 -1.806
H -2.468 -1.347 -0.786
H -1.595 -0.897 -2.268
*
```

=====

Entry 10:
# C4H13N3O

A cluster of 2 separate species, C4H13N3O in total in a non-equilibrium geometry (wB97M-V/def2-TZVPD, OMol25).

Highest occupied orbital energy: -0.648 Ha
Energy relative to the best compared isomer or geometry (same formula, charge and spin): 14.7 kcal/mol
Gap between HOMO and LUMO: 9.47 eV
LUMO: -8.1522 eV

```
! wB97M-V def2-TZVPD RIJCOSX def2/J DEFGRID3
* xyz 2 1
C -0.141 0.778 1.181
C 0.923 0.312 -1.811
C -0.466 -0.570 0.849
C 0.988 -0.877 -0.964
N 0.816 0.994 2.075
N -0.629 1.833 0.523
N -1.710 -0.912 0.151
O 0.360 -1.953 -1.393
H 0.004 0.370 -2.391
H 1.736 0.189 -2.541
H 1.135 1.235 -1.282
H -0.146 -1.331 1.543
H 1.847 -1.002 -0.312
H 1.201 0.256 2.642
H 1.138 1.930 2.279
H -1.383 1.811 -0.140
H -0.326 2.764 0.773
H -2.434 -1.275 0.792
H -1.511 -1.647 -0.561
H -2.112 -0.109 -0.350
H 0.710 -2.798 -1.062
*
```

=====

Entry 11:
# C4H13N4

A cluster of 2 separate species, C4H13N4 in total (wB97M-V/def2-TZVPD, OMol25).

Highest occupied orbital energy: -0.391 Ha
Energy relative to the best compared isomer or geometry (same formula, charge and spin): 54.7 kcal/mol
Gap between HOMO and LUMO: 7.41 eV
LUMO: -3.2290 eV

```
! wB97M-V def2-TZVPD RIJCOSX def2/J DEFGRID3
* xyz 1 1
C 1.540 -1.173 -0.641
C 0.856 -0.792 -1.723
N 0.247 -1.593 -2.624
N 2.103 -0.100 0.212
H 1.785 -2.176 -0.329
H 0.718 0.274 -1.886
H -0.393 -1.175 -3.275
H 0.037 -2.547 -2.380
H 2.789 -0.500 0.855
H 1.392 0.373 0.782
H 2.607 0.610 -0.336
C -1.211 1.466 0.809
C -1.314 0.352 1.539
N -1.918 -0.839 1.122
N -0.517 2.625 1.233
H -1.675 1.540 -0.165
H -0.844 0.304 2.514
H -1.483 -1.706 1.379
H -2.294 -0.856 0.191
H -0.155 2.558 2.177
H -1.025 3.489 1.116
*
```

=====

Entry 12:
# C4H13N4O

A cluster of 2 separate species, C4H13N4O in total in a non-equilibrium geometry (wB97M-V/def2-TZVPD, OMol25).

Highest occupied orbital energy: -0.492 Ha
Energy relative to the best compared isomer or geometry (same formula, charge and spin): 24.2 kcal/mol
Gap between HOMO and LUMO: 10.69 eV
LUMO: -2.6924 eV

```
! wB97M-V def2-TZVPD RIJCOSX def2/J DEFGRID3
* xyz 1 1
C 2.423 2.297 0.199
C 2.195 0.972 0.754
O 1.210 0.752 1.476
N 2.990 -0.030 0.329
H 3.498 2.468 0.253
H 1.947 3.116 0.774
H 2.918 -0.944 0.783
H 3.642 0.028 -0.437
H 1.970 2.193 -0.811
C -1.492 -1.106 -2.425
C -1.868 -0.683 -0.015
N -2.680 -0.753 1.046
N -2.312 -0.706 -1.257
N -0.537 -0.764 0.216
H -3.679 -0.824 0.922
H -2.463 -0.426 1.971
H -3.302 -0.532 -1.340
H 0.179 -0.746 -0.493
H -0.145 -0.324 1.062
H -1.014 -0.298 -2.968
H -2.089 -1.746 -3.112
H -0.793 -1.870 -2.017
*
```